Entry from the OMol25 dataset: a structure of composition C3H4O4Sc at a distorted geometry (the ωB97M-V functional and the def2-TZVPD basis).

Properties
HOMO-LUMO gap = 6.82 eV
Multiplicity = 1
Relative energy (zero: lowest compared OMol25 entry of this formula, charge and spin) = 0.0 kcal per mole
Charge = +1

Each line ends with the Mulliken charge.
Cartesian coordinates (Å):
C: 1.42 -4.25 1.53  -0.07
C: 1.86 -2.93 0.97  -0.25
O: 3.06 -3.14 0.17  -0.21
C: 3.72 -2.10 -0.30  1.21
O: 4.82 -2.32 -0.90  -0.59
O: 3.38 -0.91 -0.03  -0.59
O: 2.15 -4.91 2.25  -0.40
Sc: 5.36 -0.25 -0.63  0.83
H: 0.41 -4.62 1.23  0.31
H: 1.99 -2.23 1.80  0.30
H: 1.07 -2.50 0.33  0.34
H: 6.64 0.67 0.29  0.11

Entry from the OMol25 dataset: an isolated molecule of C3H7NS at a distorted geometry (the ωB97M-V functional and the def2-TZVPD basis).

Properties
HOMO-LUMO gap = 9.02 eV
Multiplicity = 1
Relative energy (zero: lowest compared OMol25 entry of this formula, charge and spin) = 9.8 kcal per mole
SMILES string = CNC(C)=S

Each line ends with the Mulliken charge.
Cartesian coordinates (Å):
C: 0.11 1.09 1.19  -0.77
N: -0.08 1.04 -0.32  -0.23
C: -0.17 -0.08 -1.07  0.52
C: 0.11 -1.48 -0.37  -1.17
S: -0.63 0.04 -2.61  -0.40
H: -0.01 0.06 1.40  0.24
H: -0.77 1.56 1.56  0.34
H: 1.05 1.41 1.58  0.29
H: -0.01 1.92 -0.84  0.23
H: 1.08 -1.67 0.17  0.31
H: -0.64 -1.62 0.43  0.35
H: -0.03 -2.28 -1.13  0.29

Entry from the OMol25 dataset: a structure of composition C8H16AsN2O3V at a distorted geometry (the ωB97M-V functional and the def2-TZVPD basis).

Properties
HOMO-LUMO gap (spin up / spin down) = 7.20 / 7.75 eV
Multiplicity = 2
Charge = +3

Each line ends with the Mulliken spin population.
Cartesian coordinates (Å):
V: -0.33 0.65 -0.41  1.45
C: -3.35 0.29 2.65  0.00
C: -2.14 0.36 1.82  0.03
N: -2.07 0.27 0.53  -0.05
O: -3.10 0.18 -0.35  0.00
C: -0.75 0.59 2.38  0.03
C: -0.40 0.73 3.80  -0.01
N: 0.01 0.68 1.35  -0.05
O: 1.13 0.83 0.76  -0.04
H: -4.19 -0.18 2.12  0.00
H: -3.67 1.28 2.98  0.00
H: -3.15 -0.29 3.55  0.00
H: -3.97 0.38 0.04  0.00
H: -1.16 1.29 4.34  0.00
H: 0.57 1.21 3.92  0.00
H: -0.35 -0.26 4.27  0.00
C: 1.08 -0.09 -3.80  -0.02
As: 1.67 -0.29 -1.97  -0.26
C: 2.37 -2.06 -1.68  0.00
C: 3.02 1.04 -1.59  -0.02
H: 1.96 -0.28 -4.41  -0.02
H: 0.74 0.93 -4.00  0.00
H: 0.31 -0.81 -4.07  0.00
H: 3.32 -2.09 -2.21  -0.01
H: 1.70 -2.82 -2.09  0.00
H: 2.55 -2.24 -0.62  0.00
H: 3.81 0.87 -2.32  -0.02
H: 3.42 0.92 -0.59  0.00
H: 2.64 2.05 -1.73  0.00
O: -0.95 -2.09 -1.52  0.05
C: -0.73 -1.05 -1.15  -0.07

Entry from the OMol25 dataset: a structure of composition C14H35N5O8PS2 at a distorted geometry (the ωB97M-V functional and the def2-TZVPD basis).

Properties
HOMO-LUMO gap = 6.11 eV
Multiplicity = 1
Charge = -1

Each line ends with the Mulliken charge.
Cartesian coordinates (Å):
C: 0.63 2.19 4.44  -1.15
P: 0.28 2.04 2.61  0.33
C: 0.82 3.54 1.66  -1.02
S: -1.78 1.57 2.27  0.98
O: -1.85 0.08 2.44  -0.68
O: -2.21 1.93 0.90  -0.61
N: -2.81 2.20 3.47  -0.49
S: -2.70 3.86 3.52  0.89
O: -2.68 4.50 2.18  -0.58
O: -3.80 4.40 4.35  -0.73
H: 1.07 1.24 4.76  0.30
H: -0.27 2.40 5.05  0.35
H: 1.38 2.98 4.61  0.37
H: 0.01 4.10 1.18  0.33
H: 1.37 4.24 2.33  0.32
H: 1.56 3.20 0.92  0.32
H: -1.53 4.23 4.17  0.03
C: 2.92 -0.79 -0.86  -1.27
C: 2.17 -0.36 0.38  0.80
O: 2.25 0.77 0.84  -0.59
N: 1.37 -1.28 0.98  0.00
C: 1.15 -2.65 0.57  -0.88
H: 3.51 0.04 -1.24  0.36
H: 3.59 -1.62 -0.63  0.37
H: 2.22 -1.09 -1.64  0.25
H: 0.89 -0.93 1.79  0.16
H: 0.08 -2.79 0.38  0.29
H: 1.44 -3.31 1.39  0.29
H: 1.71 -2.91 -0.31  0.27
C: -6.12 9.42 2.85  -1.15
C: -4.83 9.48 3.62  0.72
O: -4.54 10.45 4.32  -0.69
N: -3.99 8.43 3.52  -0.08
C: -4.17 7.20 2.76  -0.62
H: -6.69 10.33 3.03  0.29
H: -5.93 9.33 1.78  0.31
H: -6.72 8.57 3.19  0.33
H: -3.15 8.54 4.06  0.20
H: -4.13 6.35 3.44  0.16
H: -3.34 7.11 2.05  0.29
H: -5.11 7.19 2.22  0.24
C: 1.65 -2.42 -5.11  -1.31
C: 2.94 -2.34 -4.34  0.81
O: 3.25 -1.35 -3.70  -0.64
N: 3.78 -3.41 -4.38  -0.15
C: 3.58 -4.67 -5.08  -0.82
H: 1.10 -1.49 -4.97  0.31
H: 1.84 -2.56 -6.17  0.40
H: 1.04 -3.24 -4.73  0.32
H: 4.62 -3.29 -3.85  0.23
H: 3.60 -5.49 -4.36  0.24
H: 4.40 -4.81 -5.79  0.30
H: 2.64 -4.69 -5.62  0.31
C: -0.11 -6.99 -2.85  -1.30
C: 1.17 -6.91 -2.05  0.82
O: 1.45 -5.95 -1.36  -0.64
N: 2.02 -7.97 -2.13  -0.19
C: 1.87 -9.20 -2.90  -0.84
H: -0.68 -6.08 -2.68  0.28
H: 0.10 -7.07 -3.91  0.35
H: -0.71 -7.84 -2.52  0.40
H: 2.86 -7.85 -1.58  0.23
H: 1.89 -10.05 -2.22  0.28
H: 2.70 -9.29 -3.60  0.27
H: 0.94 -9.21 -3.45  0.33

- Among the records above, which one has the highest multiplicity?
  C8H16AsN2O3V